Entry from the OMol25 dataset: IO4V2 as an isolated structure in a non-equilibrium geometry (ωB97M-V/def2-TZVPD).

Results
Energy = -67656.5065 eV
HOMO level = -15.1 eV
Energy relative to the best compared isomer or geometry (same formula, charge and spin) = 6.8 kcal/mol
Net charge = +1
Spin multiplicity = 1
Orbital gap = 8.53 eV

Each line ends with the Löwdin charge.
CARTESIAN COORDINATES (ANGSTROEM)
O (6.60, 10.78, 38.91)  -0.242
V (5.22, 10.25, 39.00)  0.803
O (4.38, 11.18, 39.91)  -0.264
O (6.09, 4.67, 37.62)  -0.258
V (6.93, 5.84, 38.16)  0.764
O (7.43, 6.57, 36.79)  -0.307
I (5.49, 7.51, 39.87)  0.503

***

Entry from the OMol25 dataset: IO8V4 as an isolated structure in a non-equilibrium geometry (ωB97M-V/def2-TZVPD).

Results
Energy = -127181.4606 eV
HOMO level = -18.9 eV
Energy relative to the best compared isomer or geometry (same formula, charge and spin) = 271.5 kcal/mol
Net charge = +3
Spin multiplicity = 1
Orbital gap = 4.89 eV

Each line ends with the Löwdin charge.
CARTESIAN COORDINATES (ANGSTROEM)
O (-0.78, 1.47, 0.56)  -0.585
V (-1.41, 2.81, 1.20)  1.001
O (-0.23, 3.76, 1.46)  -0.186
O (-0.68, -1.85, 1.38)  -0.307
V (-0.14, -0.27, 1.60)  0.417
O (0.20, 0.28, 0.15)  -0.450
O (-0.07, -1.85, -0.77)  -0.265
V (1.02, -2.96, -0.93)  1.329
O (2.07, -3.14, 0.18)  -0.135
O (0.35, -0.46, -3.64)  -0.125
V (0.82, 0.52, -2.72)  1.258
O (-0.04, 0.89, -1.47)  -0.230
I (-1.12, 0.81, 3.01)  1.277

***

Entry from the OMol25 dataset: InO4P as an isolated structure in a non-equilibrium geometry (ωB97M-V/def2-TZVPD).

Results
Energy = -22636.7608 eV
HOMO level = -9.1 eV
Energy relative to the best compared isomer or geometry (same formula, charge and spin) = 310.5 kcal/mol
Spin multiplicity = 1
Orbital gap = 4.74 eV

Each line ends with the Löwdin charge.
CARTESIAN COORDINATES (ANGSTROEM)
In (1.26, -1.65, 1.94)  0.788
P (-0.19, -0.71, -1.06)  1.121
O (0.13, 1.06, -1.38)  -0.526
O (-1.02, -0.02, 0.68)  -0.471
O (-1.79, 1.54, -1.08)  -0.212
O (1.62, -0.22, 0.89)  -0.699

***

Entry from the OMol25 dataset: K2O14S2V3 as an isolated structure in a non-equilibrium geometry (ωB97M-V/def2-TZVPD).

Results
Energy = -160045.0915 eV
HOMO level = -11.3 eV
Net charge = +1
Spin multiplicity = 1
Orbital gap = 5.15 eV

Each line ends with the Löwdin charge.
CARTESIAN COORDINATES (ANGSTROEM)
O (-2.24, 1.90, 2.95)  -0.213
V (-3.05, 1.69, 1.64)  1.041
O (-4.39, 2.52, 1.66)  -0.273
O (2.94, 1.40, 0.33)  -0.244
V (2.09, 0.60, 1.36)  1.013
O (3.04, -0.21, 2.32)  -0.252
O (0.70, -1.33, -3.35)  -0.285
V (0.97, -0.51, -2.02)  0.922
O (1.98, 0.65, -2.31)  -0.269
K (-2.13, -2.67, 0.27)  0.947
K (-2.48, 2.77, -2.90)  0.992
S (-1.07, 0.98, -0.05)  0.245
O (-0.73, 0.43, -1.34)  -0.320
O (-1.97, 0.15, 0.68)  -0.392
O (0.17, 1.20, 0.70)  -0.313
O (-1.87, 2.14, -0.15)  -0.348
S (1.60, -2.38, 0.06)  0.237
O (0.59, -2.51, -0.97)  -0.425
O (1.91, -0.98, -0.09)  -0.450
O (1.19, -2.63, 1.47)  -0.342
O (2.73, -3.23, -0.27)  -0.269

***

Entry from the OMol25 dataset: KO4S as an isolated structure in a non-equilibrium geometry (ωB97M-V/def2-TZVPD).

Results
Energy = -35348.5135 eV
HOMO level = -1.8 eV
Energy relative to the best compared isomer or geometry (same formula, charge and spin) = 89.1 kcal/mol
Net charge = -1
Spin multiplicity = 1
Orbital gap = 2.25 eV

Each line ends with the Löwdin charge.
CARTESIAN COORDINATES (ANGSTROEM)
K (-3.22, 2.78, -0.45)  0.773
S (0.59, -0.58, 0.06)  -0.018
O (-0.22, -0.83, 1.21)  -0.445
O (1.88, -0.11, 0.56)  -0.442
O (0.91, -1.76, -0.61)  -0.406
O (0.07, 0.50, -0.76)  -0.462

***

Entry from the OMol25 dataset: one molecule with the formula N2 (ωB97M-V/def2-TZVPD).

Results
Energy = -2981.0778 eV
HOMO level = -14.8 eV
Energy relative to the best compared isomer or geometry (same formula, charge and spin) = 0.0 kcal/mol
Structure (SMILES) = N#N
Spin multiplicity = 1
Orbital gap = 16.83 eV

Each line ends with the Löwdin charge.
CARTESIAN COORDINATES (ANGSTROEM)
N (-0.02, 0.47, 0.27)  0.000
N (0.02, -0.47, -0.27)  0.000

***

Entry from the OMol25 dataset: one molecule with the formula N2O3 in a non-equilibrium geometry (ωB97M-V/def2-TZVPD).

Results
Energy = -9116.8927 eV
HOMO level = -10.7 eV
Energy relative to the best compared isomer or geometry (same formula, charge and spin) = 0.8 kcal/mol
Structure (SMILES) = O=N[N+](=O)[O-]
Spin multiplicity = 1
Orbital gap = 8.79 eV

Each line ends with the Löwdin charge.
CARTESIAN COORDINATES (ANGSTROEM)
O (1.07, -1.11, -0.71)  0.095
N (0.49, -0.94, 0.30)  0.131
N (-0.39, 0.42, 0.13)  -0.411
O (0.05, 1.07, -0.75)  0.098
O (-1.22, 0.65, 0.97)  0.087

***

Entry from the OMol25 dataset: a 2-piece molecular cluster, N2O4 overall in a non-equilibrium geometry (ωB97M-V/def2-TZVPD).

Results
Energy = -11162.6827 eV
HOMO level (alpha / beta) = -10.3 / -10.5 eV
Energy relative to the best compared isomer or geometry (same formula, charge and spin) = 16.1 kcal/mol
Spin multiplicity = 1
Orbital gap (alpha / beta) = 8.78 / 9.02 eV

Each line ends with the Löwdin charge.
CARTESIAN COORDINATES (ANGSTROEM)
N (2.15, -0.40, -0.13)  -0.189
N (-2.13, 0.45, 0.01)  -0.172
O (0.98, -0.64, -0.21)  0.060
O (2.78, 0.48, 0.29)  0.130
O (-2.81, -0.50, 0.18)  0.109
O (-0.95, 0.63, -0.11)  0.062

***

Entry from the OMol25 dataset: a 2-piece molecular cluster, N2O4 overall in a non-equilibrium geometry (ωB97M-V/def2-TZVPD).

Results
Energy = -11162.1439 eV
HOMO level (alpha / beta) = -9.2 / -9.7 eV
Energy relative to the best compared isomer or geometry (same formula, charge and spin) = 28.6 kcal/mol
Spin multiplicity = 1
Orbital gap (alpha / beta) = 7.43 / 8.34 eV

Each line ends with the Löwdin charge.
CARTESIAN COORDINATES (ANGSTROEM)
N (-1.34, -0.03, 0.02)  -0.212
N (1.15, -0.08, 0.03)  -0.267
O (-0.50, 0.87, 0.02)  0.040
O (-2.53, 0.03, 0.03)  0.047
O (2.02, 0.67, 0.02)  0.201
O (0.92, -1.22, 0.03)  0.192

***

Entry from the OMol25 dataset: one molecule with the formula N2O5S in a non-equilibrium geometry (ωB97M-V/def2-TZVPD).

Results
Energy = -24045.4544 eV
HOMO level = -10.1 eV
Energy relative to the best compared isomer or geometry (same formula, charge and spin) = 9.2 kcal/mol
Structure (SMILES) = O=NS(=O)(=O)[N+](=O)[O-]
Spin multiplicity = 1
Orbital gap = 7.63 eV

Each line ends with the Löwdin charge.
CARTESIAN COORDINATES (ANGSTROEM)
O (-1.98, -0.81, -1.12)  0.040
N (-1.47, 0.24, -1.25)  0.008
S (-0.39, 0.53, 0.36)  0.771
O (-0.02, 1.90, 0.27)  -0.305
O (-0.98, 0.08, 1.60)  -0.310
N (1.36, -0.54, 0.12)  -0.413
O (2.20, 0.27, 0.24)  0.102
O (1.30, -1.67, -0.22)  0.107

***

Entry from the OMol25 dataset: N2O6Rb as an isolated structure in a non-equilibrium geometry (ωB97M-V/def2-TZVPD).

Results
Energy = -15910.2028 eV
HOMO level (alpha / beta) = -10.0 / -7.4 eV
Energy relative to the best compared isomer or geometry (same formula, charge and spin) = 11.0 kcal/mol
⟨S²⟩ = 0.756
Spin multiplicity = 2
Orbital gap (alpha / beta) = 8.99 / 2.22 eV

Each line ends with the Mulliken spin population.
CARTESIAN COORDINATES (ANGSTROEM)
Rb (11.05, 22.13, -13.84)  -0.003
N (13.04, 18.94, -15.18)  -0.019
O (14.07, 18.89, -15.80)  0.031
O (12.92, 18.41, -13.98)  0.267
O (12.16, 19.77, -15.33)  0.103
N (13.92, 25.04, -13.32)  -0.025
O (15.02, 24.53, -13.50)  0.377
O (13.93, 26.23, -12.97)  0.174
O (13.01, 24.30, -13.38)  0.093

***

Entry from the OMol25 dataset: a 2-piece molecular cluster, N3O3 overall in a non-equilibrium geometry (ωB97M-V/def2-TZVPD).

Results
Energy = -10606.8725 eV
HOMO level (alpha / beta) = -0.5 / -3.6 eV
Energy relative to the best compared isomer or geometry (same formula, charge and spin) = 11.5 kcal/mol
Net charge = -1
⟨S²⟩ = 2.012
Spin multiplicity = 3
Orbital gap (alpha / beta) = 4.72 / 7.80 eV

Each line ends with the Mulliken spin population.
CARTESIAN COORDINATES (ANGSTROEM)
N (0.73, 0.18, -0.73)  -0.043
N (-1.33, -0.21, -0.05)  0.970
N (1.64, 0.32, -0.08)  0.093
O (2.60, 0.30, 0.62)  0.044
O (-2.03, -0.72, -0.94)  0.478
O (-1.75, -0.13, 1.16)  0.458

***

Entry from the OMol25 dataset: one molecule with the formula N4O2 in a non-equilibrium geometry (ωB97M-V/def2-TZVPD).

Results
Energy = -10048.1088 eV
HOMO level = -10.7 eV
Energy relative to the best compared isomer or geometry (same formula, charge and spin) = 57.4 kcal/mol
Spin multiplicity = 1
Orbital gap = 9.91 eV

Each line ends with the Löwdin charge.
CARTESIAN COORDINATES (ANGSTROEM)
N (-0.05, -0.41, -0.01)  0.108
N (-0.28, -1.62, -2.04)  0.199
N (-0.15, -1.00, -1.08)  -0.191
N (0.15, 0.76, 0.87)  -0.387
O (0.45, 1.75, 0.26)  0.119
O (-0.11, 0.51, 2.00)  0.151

***

Entry from the OMol25 dataset: one molecule with the formula N4O5 in a non-equilibrium geometry (ωB97M-V/def2-TZVPD).

Results
Energy = -16186.6136 eV
HOMO level = -11.3 eV
Energy relative to the best compared isomer or geometry (same formula, charge and spin) = 46.1 kcal/mol
Structure (SMILES) = O=NO/[N+]([O-])=N/[N+](=O)[O-]
Spin multiplicity = 1
Orbital gap = 9.54 eV

Each line ends with the Löwdin charge.
CARTESIAN COORDINATES (ANGSTROEM)
O (3.15, -0.57, 0.49)  0.145
N (2.05, -0.32, 0.75)  0.098
O (1.54, 0.66, -0.36)  -0.024
N (0.19, 0.61, -0.63)  -0.319
O (-0.15, 1.47, -1.42)  0.118
N (-0.41, -0.32, -0.02)  0.154
N (-1.82, -0.47, 0.30)  -0.424
O (-2.61, 0.20, -0.28)  0.127
O (-1.94, -1.26, 1.16)  0.125

***

Entry from the OMol25 dataset: NO3PS as an isolated structure in a non-equilibrium geometry (ωB97M-V/def2-TZVPD).

Results
Energy = -27752.7928 eV
HOMO level (alpha / beta) = -11.3 / -11.1 eV
Energy relative to the best compared isomer or geometry (same formula, charge and spin) = 47.3 kcal/mol
Spin multiplicity = 1
Orbital gap (alpha / beta) = 7.84 / 8.50 eV

Each line ends with the Löwdin charge.
CARTESIAN COORDINATES (ANGSTROEM)
N (-1.32, 0.80, -1.25)  -0.277
O (1.01, 0.45, -0.45)  -0.605
O (0.32, -1.84, 0.57)  -0.295
O (0.26, 0.17, 2.03)  -0.291
P (0.14, 1.12, -1.58)  0.690
S (0.03, -0.46, 0.77)  0.778

***

Entry from the OMol25 dataset: an isolated ion of composition NO3S2 and charge -1 in a non-equilibrium geometry (ωB97M-V/def2-TZVPD).

Results
Energy = -29303.2894 eV
HOMO level = -5.0 eV
Energy relative to the best compared isomer or geometry (same formula, charge and spin) = 8.3 kcal/mol
Net charge = -1
Spin multiplicity = 1
Orbital gap = 8.77 eV

Each line ends with the Löwdin charge.
CARTESIAN COORDINATES (ANGSTROEM)
N (-1.87, 0.07, 2.42)  -0.505
O (1.98, 0.91, -1.02)  -0.504
O (-0.17, 0.24, 0.48)  -0.792
O (0.88, -1.17, -1.64)  -0.533
S (-1.52, -0.33, 1.08)  0.621
S (0.69, 0.28, -1.32)  0.713

***

Entry from the OMol25 dataset: NO3Sn as an isolated structure in a non-equilibrium geometry (ωB97M-V/def2-TZVPD).

Results
Energy = -13446.3749 eV
HOMO level = -15.8 eV
Energy relative to the best compared isomer or geometry (same formula, charge and spin) = 104.7 kcal/mol
Net charge = +1
Spin multiplicity = 1
Orbital gap = 7.30 eV

Each line ends with the Löwdin charge.
CARTESIAN COORDINATES (ANGSTROEM)
Sn (-4.62, 1.46, 2.19)  1.334
N (-5.37, 1.13, -1.56)  0.380
O (-3.60, 1.03, 0.48)  -0.510
O (-6.22, 1.82, -2.05)  0.219
O (-5.50, 2.47, 0.19)  -0.423

***

Entry from the OMol25 dataset: a 2-piece molecular cluster, NO4PS overall in a non-equilibrium geometry (ωB97M-V/def2-TZVPD).

Results
Energy = -29803.3314 eV
HOMO level (alpha / beta) = 1.1 / -1.8 eV
Net charge = -2
⟨S²⟩ = 2.012
Spin multiplicity = 3
Orbital gap (alpha / beta) = 5.36 / 7.95 eV

Each line ends with the Mulliken spin population.
CARTESIAN COORDINATES (ANGSTROEM)
N (-1.04, 0.64, 0.65)  0.889
O (-3.02, -1.26, 0.57)  0.051
O (-3.15, 0.84, -0.92)  0.075
O (3.93, 0.99, -0.19)  0.178
O (2.97, -1.34, -0.46)  0.185
P (-2.43, 0.11, 0.21)  -0.014
S (2.74, 0.03, 0.13)  0.635

***

Entry from the OMol25 dataset: an isolated ion of composition NO5P and charge -2 in a non-equilibrium geometry (ωB97M-V/def2-TZVPD).

Results
Energy = -21016.1489 eV
HOMO level = 0.3 eV
Energy relative to the best compared isomer or geometry (same formula, charge and spin) = 13.8 kcal/mol
Net charge = -2
Structure (SMILES) = O=[N+]([O-])P(=O)([O-])[O-]
Spin multiplicity = 1
Orbital gap = 7.07 eV

Each line ends with the Löwdin charge.
CARTESIAN COORDINATES (ANGSTROEM)
O (1.69, -0.22, -1.08)  -0.114
N (1.10, 0.01, -0.02)  -0.441
O (1.65, 0.08, 1.07)  -0.111
P (-0.91, 0.04, 0.01)  -0.011
O (-1.28, 0.27, -1.41)  -0.445
O (-1.23, 1.16, 0.94)  -0.453
O (-1.04, -1.34, 0.50)  -0.425

***

Entry from the OMol25 dataset: NO5P as an isolated structure in a non-equilibrium geometry (ωB97M-V/def2-TZVPD).

Results
Energy = -21010.9446 eV
HOMO level (alpha / beta) = 2.8 / -0.6 eV
Energy relative to the best compared isomer or geometry (same formula, charge and spin) = 77.3 kcal/mol
Net charge = -2
⟨S²⟩ = 2.019
Spin multiplicity = 3
Orbital gap (alpha / beta) = 4.62 / 7.85 eV

Each line ends with the Mulliken spin population.
CARTESIAN COORDINATES (ANGSTROEM)
N (-1.03, 0.17, 0.07)  0.271
O (1.62, 1.48, 0.80)  1.116
O (0.94, -0.40, -1.63)  -0.014
O (-1.60, -0.11, 1.11)  0.213
O (-1.58, 0.92, -0.75)  0.194
O (0.96, -1.66, 0.59)  -0.016
P (0.69, -0.40, -0.20)  0.235